Record 1
This record from the Open Molecules 2025 dataset describes a molecular structure, C46H39Br2Cl2F10HoN4O3P at a distorted geometry. The level of theory is the ωB97M-V functional and the def2-TZVPD basis.

⟨S²⟩ = 6.00
total charge = -1
largest force on an atom = 1.182 eV/A
multiplicity = 5
Kohn-Sham gap (spin up / spin down) = 6.45 / 6.43 eV
calculated total energy = -287833.2522 eV

Last column: Löwdin spin population.
CARTESIAN COORDINATES (ANGSTROEM)
Ho: -0.02714 0.62015 0.40391  4.07
C: 1.88969 3.17050 -1.60026  0.00
N: 0.49612 3.06881 -1.17610  0.00
C: -0.33187 2.82658 -2.35377  0.00
C: -1.77494 2.48170 -2.03791  0.00
N: -1.85760 1.25622 -1.26472  0.00
C: -2.97391 0.52481 -1.38843  0.00
C: -4.19220 0.81085 -2.05792  0.00
F: -4.43057 2.03310 -2.59670  0.00
C: -5.22479 -0.10289 -2.17455  0.00
F: -6.32533 0.24008 -2.86307  0.00
C: -5.16349 -1.35259 -1.59348  0.00
F: -6.17631 -2.23258 -1.71467  0.00
C: -4.02000 -1.66785 -0.88357  0.00
F: -3.91450 -2.86170 -0.27931  0.00
C: -2.99368 -0.76139 -0.80952  0.00
F: -1.87261 -1.12356 -0.13224  0.00
C: 0.08781 4.29226 -0.46679  0.00
C: 0.06927 4.02631 1.02664  0.00
N: -0.76430 2.87626 1.29042  -0.01
C: -1.98807 3.01148 1.79478  0.00
C: -2.70569 1.83009 2.11014  0.02
F: -2.09367 0.64834 1.78833  0.00
C: -3.92364 1.75822 2.73157  0.00
F: -4.46894 0.56457 3.00872  0.00
C: -4.58729 2.92166 3.07753  0.00
F: -5.77499 2.88865 3.71574  0.00
C: -3.98365 4.11682 2.74184  0.00
F: -4.61560 5.26711 3.03039  0.00
C: -2.75352 4.16719 2.11305  0.01
F: -2.31258 5.40991 1.77808  0.00
H: 2.01052 3.91734 -2.40203  0.00
H: 2.22733 2.19829 -1.96020  0.00
H: 2.51563 3.46943 -0.75905  0.00
H: 0.11628 1.98817 -2.89234  0.00
H: -0.32077 3.70814 -3.01784  0.00
H: -2.26660 2.38033 -3.01052  0.00
H: -2.26805 3.31154 -1.51698  0.00
H: -0.91869 4.58061 -0.76821  0.00
H: 0.75941 5.12597 -0.71553  0.00
H: -0.23339 4.92685 1.55991  0.00
H: 1.08592 3.78114 1.35584  0.00
Br: 3.37522 2.16015 1.52980  0.00
C: 3.81356 0.57028 2.53490  0.00
Br: 3.07258 -1.02714 1.75202  0.00
H: 3.38703 0.68172 3.52276  0.00
H: 4.88958 0.47346 2.54544  0.00
C: 2.08570 2.66625 7.01192  0.00
O: 1.54284 1.37379 7.20758  0.00
C: 1.07441 0.72554 6.11077  0.00
C: 0.51868 -0.54923 6.36116  0.00
C: 0.01209 -1.26096 5.31120  0.00
C: 0.07045 -0.79346 3.98183  0.00
C: -0.47677 -1.54442 2.88187  0.00
C: -1.52378 -2.60404 3.10882  0.00
O: -0.13231 -1.32701 1.70964  0.00
C: 0.67223 0.48097 3.71576  0.00
O: 0.82268 0.96156 2.55041  0.00
C: 1.13461 1.23417 4.83683  0.00
H: 2.39267 3.01659 7.99389  0.00
H: 1.34338 3.35113 6.59628  0.00
H: 2.95515 2.63750 6.35052  0.00
H: 0.49590 -0.92303 7.37568  0.00
H: -0.41202 -2.23880 5.50479  0.00
H: -1.95678 -2.57572 4.10435  0.00
H: -1.08478 -3.58664 2.91636  0.00
H: -2.30697 -2.45378 2.36459  0.00
H: 1.53484 2.21625 4.62515  0.00
Cl: 7.07128 0.62783 -1.49045  0.00
C: 5.47371 1.32434 -1.86244  0.00
Cl: 4.14509 0.32483 -1.30648  0.00
H: 5.40040 1.42076 -2.93862  0.00
H: 5.41230 2.28557 -1.36561  0.00
N: 1.12627 -0.30747 -1.25133  -0.01
P: 0.93917 -1.64466 -1.99070  0.00
C: 2.48065 -2.29231 -2.77592  0.00
C: 3.04756 -1.43281 -3.72261  0.00
C: 4.24040 -1.74612 -4.34913  0.00
C: 4.89976 -2.92868 -4.03087  0.00
C: 4.34662 -3.79292 -3.10088  0.00
C: 3.13903 -3.47993 -2.48091  0.00
C: 0.31997 -3.10670 -1.06879  0.00
C: 1.08534 -3.56704 0.00403  0.00
C: 0.67112 -4.64864 0.76499  0.00
C: -0.53584 -5.27339 0.47559  0.00
C: -1.31982 -4.80771 -0.56928  0.00
C: -0.89438 -3.73022 -1.33725  0.00
C: -0.12638 -1.69340 -3.48954  0.00
C: -0.06536 -2.74595 -4.40430  0.00
C: -0.85874 -2.73125 -5.54036  0.00
C: -1.72535 -1.66724 -5.77333  0.00
C: -1.79435 -0.62049 -4.86757  0.00
C: -0.98732 -0.63160 -3.73343  0.00
H: 2.53289 -0.50677 -3.95600  0.00
H: 4.66184 -1.07023 -5.08422  0.00
H: 5.84099 -3.17291 -4.50788  0.00
H: 4.85329 -4.71709 -2.85031  0.00
H: 2.71135 -4.17510 -1.77073  0.00
H: 2.01826 -3.06815 0.23934  0.00
H: 1.28762 -5.00256 1.58329  0.00
H: -0.87164 -6.11351 1.07219  0.00
H: -2.26698 -5.28320 -0.79160  0.00
H: -1.51565 -3.37402 -2.14978  0.00
H: 0.60207 -3.58028 -4.21906  0.00
H: -0.80525 -3.55195 -6.24561  0.00
H: -2.34458 -1.66000 -6.66208  0.00
H: -2.47641 0.20449 -5.03764  0.00
H: -1.01872 0.17442 -3.01016  0.00

Cartesian forces (eV/Å) of the 2 atoms listed first:
Ho -0.473 1.056 -0.240
C -0.021 -0.104 -0.039

---

Record 2
This record from the Open Molecules 2025 dataset describes a molecular structure, C46H39CdF4N10O3S at a distorted geometry. The level of theory is the ωB97M-V functional and the def2-TZVPD basis.

total charge = +1
largest force on an atom = 1.184 eV/A
ΔE to the lowest compared entry with this formula, charge and spin = 0.000 eV
Kohn-Sham gap = 6.56 eV
calculated total energy = -95645.3222 eV

Last column: Löwdin charge in e.
CARTESIAN COORDINATES (ANGSTROEM)
Cd: -0.98956 0.58553 2.03828  1.43
C: 2.59015 1.59527 3.46046  -0.01
C: 1.67585 2.76497 3.27008  -0.33
C: 2.17389 4.05796 3.07238  -0.02
C: 1.30024 5.09999 2.83366  -0.04
C: -0.06360 4.84902 2.88354  -0.02
C: -0.47513 3.56589 3.18604  -0.25
N: 0.36060 2.54168 3.29903  0.13
C: -1.92221 3.26944 3.45475  -0.22
C: -2.75744 4.24653 3.94904  0.00
C: -4.05957 3.88840 4.28055  -0.03
C: -4.46842 2.57525 4.13473  -0.01
C: -3.56962 1.64541 3.60697  -0.21
N: -2.32603 2.00371 3.28462  0.09
C: -3.98431 0.21304 3.38071  -0.23
C: -5.32172 -0.15533 3.38686  -0.02
C: -5.62803 -1.49312 3.20922  -0.04
C: -4.60677 -2.39971 3.04273  -0.02
C: -3.28830 -1.95828 3.01344  -0.30
C: -2.16612 -2.90835 2.73422  -0.02
N: -2.99965 -0.66176 3.18569  0.11
H: 2.62823 1.29517 4.50931  0.10
H: 2.21316 0.74484 2.88923  0.05
H: 3.58983 1.85280 3.11523  0.08
H: 3.23980 4.19483 3.07706  0.11
H: 1.68249 6.09055 2.60362  0.12
H: -0.78478 5.61848 2.68201  0.11
H: -2.41009 5.25407 4.12610  0.11
H: -4.72336 4.62406 4.69875  0.11
H: -5.45937 2.27396 4.43425  0.11
H: -6.11936 0.55979 3.52052  0.10
H: -6.65711 -1.81915 3.20754  0.11
H: -4.81240 -3.45271 2.92625  0.12
H: -2.06608 -3.61556 3.55016  0.09
H: -2.35707 -3.46032 1.81737  0.08
H: -1.22096 -2.38837 2.64279  0.04
C: 3.32264 -5.93550 0.46090  -0.06
C: 3.94939 -4.53858 0.33445  -0.19
N: 2.98403 -3.44647 0.33953  -0.04
C: 2.58931 -2.94094 1.54390  0.04
C: 1.71235 -1.92826 1.71468  -0.03
C: 1.33646 -1.54005 3.13364  -0.66
O: 2.03772 -1.96884 4.04639  0.03
O: 0.29215 -0.81020 3.24993  -0.17
C: 1.35288 -1.17207 0.54688  -0.31
O: 0.92153 -0.01297 0.55045  -0.07
C: 1.64801 -1.79023 -0.74406  -0.05
C: 1.08755 -1.20400 -1.87023  0.10
C: 1.39981 -1.72313 -3.09226  -0.17
F: 0.86139 -1.14161 -4.20000  0.05
C: 2.21550 -2.85960 -3.25747  -0.13
C: 2.71063 -3.47374 -2.10782  0.05
C: 2.46013 -2.92056 -0.83280  -0.11
N: 2.50247 -3.42472 -4.54422  -0.11
C: 1.81114 -2.99117 -5.74698  -0.14
C: 2.13816 -4.00450 -6.85870  -0.07
N: 2.53118 -5.29131 -6.20017  0.05
C: 3.86651 -5.14202 -5.52323  -0.07
C: 3.87655 -3.76033 -4.85129  -0.13
H: 4.10512 -6.68429 0.40652  0.07
H: 2.59485 -6.15201 -0.31807  0.07
H: 2.80796 -6.02189 1.41744  0.08
H: 4.57372 -4.43639 -0.55375  0.11
H: 4.61156 -4.35463 1.18005  0.13
H: 3.00601 -3.40150 2.42725  0.15
H: 0.44973 -0.35336 -1.80567  0.13
H: 3.29518 -4.37458 -2.20422  0.10
H: 2.14650 -1.99581 -6.09103  0.14
H: 0.73119 -2.95318 -5.56322  0.14
H: 2.99561 -3.70573 -7.46938  0.14
H: 1.28035 -4.19616 -7.49293  0.14
H: 2.52857 -6.08564 -6.83822  0.19
H: 1.87054 -5.49310 -5.45010  0.18
H: 4.61120 -5.24181 -6.30985  0.14
H: 3.93254 -5.94627 -4.80577  0.13
H: 4.33965 -3.01647 -5.50223  0.13
H: 4.46501 -3.78936 -3.93784  0.13
S: -1.41925 6.83365 -3.90457  1.01
N: -2.64124 6.16311 -3.12487  -0.22
C: -2.09431 5.29797 -2.28536  -0.31
C: -2.83111 4.44442 -1.35437  -0.08
C: -4.23316 4.38463 -1.33719  0.01
C: -4.82633 3.51861 -0.45703  -0.04
C: -4.02154 2.78278 0.42596  -0.10
N: -2.69341 2.86350 0.42148  0.12
C: -2.10160 3.65790 -0.46909  -0.14
C: -0.60824 3.59593 -0.55601  -0.14
N: 0.03657 2.75335 0.25916  0.12
C: 1.35139 2.68113 0.17792  -0.14
C: 2.12762 3.45227 -0.70654  -0.02
C: 1.46387 4.28834 -1.56183  0.00
C: 0.07496 4.36541 -1.48345  -0.09
C: -0.69763 5.24603 -2.35269  -0.32
N: -0.17381 6.06980 -3.24152  -0.21
H: -4.81626 4.94615 -2.05977  0.12
H: -5.90051 3.35945 -0.43977  0.11
H: -4.46621 2.03408 1.08242  0.10
H: 1.82577 1.98595 0.86390  0.08
H: 3.20264 3.36728 -0.71738  0.11
H: 1.98413 4.85166 -2.32411  0.12
F: -3.37743 -0.36485 0.27373  -0.03
C: -1.98806 -0.26052 0.21313  -0.54
F: -1.58567 -1.57215 -0.03744  -0.03
F: -1.76113 0.37917 -0.99240  -0.02

Cartesian forces (eV/Å) of the 2 atoms listed first:
Cd 0.222 -0.205 0.051
C -0.096 0.015 -0.262